[1]
C12H20AlAsF6NSSbSi as an isolated structure. Source: the OMol25 dataset; level of theory: ωB97M-V/def2-TZVPD.

Kohn-Sham gap (spin up / spin down) = 8.92 / 5.93 eV
Lowest unoccupied orbital energy (spin up / spin down) = -2.954 / -6.478 eV
HOMO level (spin up / spin down) = -0.437 / -0.456 hartree
Total charge = +1
Spin multiplicity = 2

Last column: Löwdin spin population.
Geometry (Å):
Al: 0.163 -0.101 0.709  0.205
F: -1.536 -0.117 0.730  0.037
As: -3.037 -0.673 2.275  0.001
F: -1.622 -1.318 2.999  0.000
F: -2.528 0.863 2.872  0.001
F: -4.135 -1.061 3.477  0.000
F: -4.065 0.132 1.192  0.000
F: -3.125 -2.075 1.320  0.000
S: 2.387 -3.592 2.401  0.041
C: 1.756 -2.289 1.830  0.007
N: 1.273 -1.279 1.394  0.045
C: 2.455 0.150 -2.117  0.061
Si: 0.623 -0.036 -1.917  0.312
C: -0.370 1.443 -2.435  0.058
C: -0.137 -1.663 -2.351  0.064
C: -0.233 -2.747 -1.474  0.015
C: -0.821 -3.935 -1.880  -0.001
C: -1.312 -4.058 -3.171  0.010
C: -1.223 -2.992 -4.057  0.005
C: -0.651 -1.798 -3.649  0.019
H: 2.655 0.267 -3.188  0.014
H: 2.992 -0.731 -1.766  0.000
H: 2.844 1.035 -1.611  0.000
H: -0.258 1.582 -3.517  0.014
H: -0.026 2.362 -1.957  0.001
H: -1.430 1.301 -2.222  0.000
H: 0.157 -2.691 -0.471  0.002
H: -0.895 -4.764 -1.188  0.000
H: -1.768 -4.986 -3.488  0.001
H: -1.608 -3.089 -5.063  0.001
H: -0.609 -0.971 -4.350  0.001
C: 0.250 4.106 1.084  0.006
Sb: 0.799 2.227 1.870  0.053
C: 2.898 2.316 2.088  0.005
C: 0.062 2.234 3.845  0.020
H: 0.804 4.863 1.636  0.001
H: -0.819 4.254 1.220  0.000
H: 0.498 4.166 0.027  0.000
H: 3.168 3.208 2.651  0.001
H: 3.372 2.344 1.109  0.000
H: 3.227 1.427 2.621  0.000
H: 0.423 3.129 4.350  0.003
H: 0.425 1.342 4.351  0.000
H: -1.023 2.216 3.821  0.000

***

[2]
A 4-piece molecular cluster, C3H16N2O3 overall. Source: the OMol25 dataset; level of theory: ωB97M-V/def2-TZVPD.

Kohn-Sham gap = 9.25 eV
Lowest unoccupied orbital energy = 0.407 eV
SMILES = CCNCN.O.O.O
HOMO level = -0.325 hartree
Total charge = 0
Spin multiplicity = 1

Last column: Mulliken charge in e.
Geometry (Å):
C: -1.390 0.095 2.469  -1.012
C: 0.157 0.027 2.402  -0.548
N: 0.724 0.293 1.089  -0.280
C: 0.646 1.680 0.657  -0.641
N: 0.526 1.693 -0.784  -0.371
H: -1.783 -0.878 2.722  0.297
H: -1.792 0.583 1.605  0.309
H: -1.732 0.824 3.216  0.317
H: 0.569 0.765 3.093  0.298
H: 0.470 -0.956 2.714  0.374
H: 0.241 -0.249 0.385  0.205
H: 1.530 2.200 1.045  0.277
H: -0.188 2.224 1.120  0.389
H: 0.547 2.631 -1.160  0.282
H: 1.272 1.142 -1.201  0.163
O: -0.459 -3.222 -0.890  -0.623
H: -0.734 -4.140 -0.777  0.299
H: -0.114 -3.199 -1.792  0.328
O: -1.853 1.052 -2.728  -0.671
H: -1.290 1.650 -2.221  0.329
H: -2.027 0.400 -2.038  0.301
O: 1.896 -0.968 -1.373  -0.629
H: 2.217 -1.013 -0.460  0.351
H: 1.184 -1.607 -1.443  0.257

***

[3]
C7H7F6N11O6RuS2 as an isolated structure. Source: the OMol25 dataset; level of theory: ωB97M-V/def2-TZVPD.

Kohn-Sham gap (spin up / spin down) = 7.45 / 6.47 eV
Lowest unoccupied orbital energy (spin up / spin down) = 2.368 / 1.021 eV
HOMO level (spin up / spin down) = -0.187 / -0.200 hartree
Total charge = -1
Spin multiplicity = 6

Last column: Löwdin spin population.
Geometry (Å):
Ru: 0.322 -0.016 -0.237  3.912
F: -3.631 -1.816 0.970  0.001
C: -4.140 -0.956 0.067  0.005
F: -4.338 -1.663 -1.081  0.001
F: -5.297 -0.421 0.489  0.002
S: -2.930 0.448 -0.233  0.016
O: -1.806 -0.272 -0.848  0.087
O: -3.588 1.508 -0.969  0.005
N: -2.764 0.915 1.270  -0.001
S: -1.543 1.364 2.166  0.023
O: -0.263 1.036 1.449  0.094
O: -1.726 2.649 2.728  0.012
C: -1.570 0.165 3.683  0.006
F: -0.474 0.315 4.481  0.001
F: -2.660 0.589 4.404  0.002
F: -1.775 -1.149 3.403  0.001
N: 0.472 1.805 -1.353  0.112
C: 0.362 1.802 -2.816  0.014
C: 1.262 0.790 -3.502  0.003
C: 0.788 -0.692 -3.081  0.027
O: 0.494 -1.564 -3.893  0.040
O: 0.822 -1.030 -1.777  0.258
H: -0.287 2.398 -1.029  0.007
H: 1.239 2.370 -1.073  0.005
H: 0.470 2.851 -3.158  0.005
H: -0.694 1.508 -3.067  0.000
H: 2.291 0.842 -3.061  0.000
H: 1.259 0.810 -4.587  0.001
N: 3.140 -1.498 1.397  0.014
C: 1.974 -2.262 1.333  0.017
N: 1.861 -3.488 1.855  0.005
N: 0.579 -3.827 1.607  0.025
N: -0.083 -2.816 1.049  0.007
N: 0.773 -1.825 0.881  0.110
C: 3.324 -0.365 0.661  0.025
N: 4.539 0.133 0.365  0.005
N: 4.335 1.326 -0.181  0.030
N: 2.979 1.541 -0.312  0.003
N: 2.312 0.456 0.193  0.124
H: 3.968 -1.963 1.807  0.000

***

no.,calculated total energy (Ha)
1,-4529.281292
2,-459.100697
3,-2815.103492